Computed, not measured: the ion C3H11NP with charge +1, with ωB97M-V/def2-TZVPD.

Results
largest force on an atom = 0.94 eV/Å
total charge = +1
LUMO energy = -0.1233 Eh
SMILES string = C[N+]1(C)C[PH3]1
orbital gap = 10.65 eV
total energy = -14059.9173 eV
energy relative to the best compared isomer or geometry (same formula, charge and spin) = 321.2 kJ/mol

Each line ends with the Mulliken charge.
Geometry (Å):
C: -0.1373 -0.0714 -1.5629  -1.027
C: -0.7631 -1.5141 0.2619  -1.033
C: 1.0508 0.1087 0.5513  -0.621
N: -0.2183 -0.2217 -0.1183  0.045
P: 0.2070 1.6252 1.0227  0.235
H: 0.1527 0.9503 -1.8222  0.332
H: 0.5876 -0.7563 -2.0113  0.381
H: -1.1183 -0.2687 -1.9948  0.374
H: -1.7608 -1.6170 -0.1596  0.340
H: -0.1425 -2.3372 -0.1031  0.373
H: -0.8386 -1.5781 1.3451  0.371
H: 1.9167 0.2250 -0.1054  0.375
H: 1.2993 -0.5542 1.3808  0.415
H: -0.2506 2.0381 -0.1931  0.143
H: -0.8255 1.2750 1.8468  0.153
H: 0.8408 2.6962 1.6620  0.144

=====

Computed, not measured: a cluster of 2 separate species, C8H8 in total at a distorted geometry, with ωB97M-V/def2-TZVPD.

Results
largest force on an atom = 3.12 eV/Å
LUMO energy = 0.0389 Eh
SMILES string = c1ccccc1.C#C
orbital gap = 10.20 eV
total energy = -8422.2022 eV
energy relative to the best compared isomer or geometry (same formula, charge and spin) = 271.9 kJ/mol

Each line ends with the Mulliken charge.
Geometry (Å):
C: 2.7363 -0.3990 -0.2382  -0.675
C: 3.3491 0.3132 0.4984  -0.169
C: -2.3508 -0.3096 0.2065  -0.344
C: -1.9707 1.0200 0.0330  -0.334
C: -0.6478 1.3550 -0.1650  -0.548
C: 0.3157 0.3404 -0.2711  0.328
C: -0.0765 -0.9923 -0.1347  -0.095
C: -1.3980 -1.3372 0.1284  -0.697
H: 2.5057 -1.2830 -0.8110  0.477
H: 3.8659 1.1910 0.7555  0.356
H: -3.3889 -0.4881 0.4170  0.362
H: -2.7350 1.7949 0.0923  0.340
H: -0.3519 2.3794 -0.3067  0.375
H: 1.3636 0.5843 -0.4613  0.229
H: 0.6852 -1.7497 -0.2805  0.038
H: -1.6882 -2.3718 0.2511  0.359

=====

Computed, not measured: a structure of composition C37H35ClN2RhS2Si2 at a distorted geometry, with ωB97M-V/def2-TZVPD.

Results
largest force on an atom = 10.23 eV/Å
total charge = +1
LUMO energy (spin up / spin down) = -0.1344 / -0.2408 Eh
orbital gap (spin up / spin down) = 3.11 / 3.64 eV
2S+1 = 5
total energy = -94863.2612 eV
energy relative to the best compared isomer or geometry (same formula, charge and spin) = 0.0 kJ/mol
expectation value of S² = 6.0415

Each line ends with the Löwdin spin population.
Geometry (Å):
C: -1.8273 -0.4489 4.9490  0.104
C: -2.4256 0.1282 3.7771  0.119
C: -2.2780 -0.8162 2.7071  0.069
H: -2.9164 1.0891 3.7325  0.011
C: -1.6005 -1.9665 3.2133  0.092
C: -1.3368 -1.7413 4.5995  0.114
H: -0.8664 -2.4350 5.2907  0.008
H: -1.7802 0.0131 5.9309  0.009
H: -2.6237 -0.6766 1.6977  0.007
H: -1.3561 -2.8622 2.6478  0.009
Rh: -0.4867 -0.3175 3.4643  1.461
Si: 0.2555 -0.0141 0.6417  0.378
C: -0.5845 1.5144 0.0148  0.061
C: 0.0943 2.3710 -0.8727  0.022
H: 1.1192 2.1322 -1.1500  0.002
C: -0.5390 3.4765 -1.4312  0.001
H: -0.0303 4.0711 -2.1912  0.000
C: -1.8483 3.7938 -1.0555  0.019
H: -2.3581 4.6407 -1.5189  0.001
C: -2.5123 2.9955 -0.1173  -0.002
H: -3.5347 3.2356 0.1844  0.000
C: -1.8876 1.8665 0.4141  0.022
H: -2.4163 1.2358 1.1315  0.003
C: -0.4188 -1.6079 -0.0176  0.053
C: -1.5812 -1.5918 -0.8094  0.027
H: -2.0273 -0.6332 -1.0765  0.001
C: -2.1665 -2.7888 -1.2247  -0.001
H: -3.0985 -2.7518 -1.7921  0.000
C: -1.5658 -4.0155 -0.9203  0.031
H: -2.0122 -4.9438 -1.2772  0.002
C: -0.3813 -4.0407 -0.1723  -0.003
H: 0.1007 -4.9981 0.0501  -0.001
C: 0.1808 -2.8469 0.2873  0.029
H: 1.1001 -2.8535 0.8705  0.001
H: 1.6925 0.0165 0.4458  0.044
Si: 2.2409 0.3420 -4.1191  0.001
C: 1.6202 -1.2995 -4.7215  0.000
C: 0.7388 -1.3578 -5.8110  0.000
H: 0.4783 -0.4459 -6.3532  0.000
C: 0.1787 -2.5813 -6.1887  0.000
H: -0.5125 -2.6204 -7.0312  0.000
C: 0.5088 -3.7512 -5.4892  0.000
H: 0.0564 -4.7071 -5.7738  0.000
C: 1.4415 -3.7001 -4.4419  0.000
H: 1.7387 -4.6140 -3.9270  0.000
C: 2.0024 -2.4790 -4.0651  0.000
H: 2.7315 -2.4480 -3.2544  0.000
C: 1.1331 1.6907 -4.7544  0.000
C: -0.1972 1.7984 -4.3344  0.000
H: -0.6024 1.0946 -3.6059  0.000
C: -1.0142 2.8181 -4.8377  0.000
H: -2.0463 2.9031 -4.4852  0.000
C: -0.5168 3.7248 -5.7822  0.000
H: -1.1586 4.5284 -6.1622  0.000
C: 0.8044 3.5913 -6.2418  0.000
H: 1.1840 4.2725 -7.0071  0.000
C: 1.6261 2.5870 -5.7224  0.000
H: 2.6561 2.4758 -6.0695  0.000
H: 3.6656 0.5717 -4.4767  0.000
Cl: 2.4165 0.1719 -2.0841  0.009
C: -1.2525 3.3719 3.7503  0.010
C: -0.1409 2.8276 4.5691  0.044
N: 0.3572 1.6138 4.5094  0.084
C: 1.4209 1.3894 5.3747  0.112
C: 1.7504 2.5208 6.0990  0.244
S: 0.7365 3.8533 5.7183  0.160
C: 2.0113 0.0692 5.3994  0.101
C: 3.0748 -0.4178 6.1381  0.224
S: 3.3735 -2.0812 5.8241  0.151
C: 2.0202 -2.0916 4.6868  0.031
N: 1.4684 -0.9047 4.5711  0.095
C: 1.6400 -3.3229 3.9547  0.009
H: -2.0192 3.7518 4.4406  0.003
H: -0.8744 4.2219 3.1636  0.002
H: -1.6899 2.6313 3.0722  0.003
H: 2.5378 2.5347 6.8414  0.012
H: 3.6233 0.1862 6.8486  0.011
H: 2.5036 -3.6544 3.3637  0.001
H: 1.4239 -4.1010 4.6986  0.002
H: 0.7785 -3.1940 3.2931  0.003

=====

Computed, not measured: a structure of composition C12H11BrCaCl2O2 at a distorted geometry, with ωB97M-V/def2-TZVPD.

Results
largest force on an atom = 3.26 eV/Å
total charge = -2
LUMO energy = 0.1550 Eh
orbital gap = 4.14 eV
total energy = -130246.7307 eV
energy relative to the best compared isomer or geometry (same formula, charge and spin) = 0.0 kJ/mol

Each line ends with the Mulliken charge.
Geometry (Å):
C: 0.0859 -1.8874 1.4122  -0.872
C: -1.1228 -1.4898 2.0626  -0.749
C: -2.2160 -1.9451 1.2637  -0.142
H: -1.2078 -1.0011 3.0367  0.316
C: -1.6868 -2.6511 0.1448  -0.470
C: -0.2701 -2.6061 0.2276  -0.376
H: 0.4170 -3.1144 -0.4481  0.399
H: 1.0908 -1.7402 1.7998  0.379
H: -3.2719 -1.8567 1.5201  0.385
H: -2.2730 -3.2201 -0.5767  0.380
Ca: -0.7465 0.4847 0.2602  1.021
Br: 1.1667 2.3208 0.4598  -0.723
C: 3.1748 1.5068 -2.6830  -0.580
C: 3.4754 0.1503 -3.0113  -0.567
C: 4.2231 -0.4084 -1.9191  -0.528
H: 3.2084 -0.3678 -3.9258  0.382
C: 4.3785 0.6103 -0.9308  -0.556
C: 3.7693 1.7957 -1.4244  -0.647
H: 3.7372 2.7538 -0.9125  0.517
H: 2.6009 2.1942 -3.2906  0.358
H: 4.6157 -1.4187 -1.8718  0.363
H: 4.8788 0.4973 0.0232  0.336
Cl: -5.6924 1.4561 0.1808  -0.169
C: -4.5643 1.8400 1.4444  0.136
Cl: -4.9317 1.0040 2.9867  -0.172
C: -3.1479 1.4799 0.9780  0.875
O: -2.2642 1.2734 1.8865  -0.698
O: -2.8774 1.4016 -0.2791  -0.867
H: -4.5497 2.9380 1.5862  0.269

=====

Computed, not measured: an isolated molecule of CH4N2O2S at a distorted geometry, with ωB97M-V/def2-TZVPD.

Results
largest force on an atom = 4.28 eV/Å
LUMO energy = 0.0096 Eh
SMILES string = NC(N)=S(=O)=O
orbital gap = 8.69 eV
total energy = -19010.9512 eV
energy relative to the best compared isomer or geometry (same formula, charge and spin) = 93.9 kJ/mol

Each line ends with the Mulliken charge.
Geometry (Å):
C: -0.1435 0.0921 -0.2928  0.384
N: -0.3161 -0.7081 -1.3221  -0.380
N: 0.9723 0.8742 -0.1254  -0.328
O: 0.0060 0.7197 2.2480  -0.573
O: -1.2101 -1.4055 1.5974  -0.580
S: -1.0772 0.0908 1.5483  0.553
H: 0.1959 -0.6526 -2.2746  0.246
H: -1.1409 -1.3595 -1.3447  0.266
H: 1.7402 0.8981 -0.7136  0.169
H: 0.9734 1.4509 0.6796  0.243

=====

Computed, not measured: a structure of composition C22H32MnN6OS2 at a distorted geometry, with ωB97M-V/def2-TZVPD.

Results
largest force on an atom = 1.39 eV/Å
LUMO energy (spin up / spin down) = 0.0158 / 0.0133 Eh
orbital gap (spin up / spin down) = 7.47 / 7.55 eV
2S+1 = 6
total energy = -87313.6538 eV
energy relative to the best compared isomer or geometry (same formula, charge and spin) = 39.3 kJ/mol
expectation value of S² = 8.7548

Each line ends with the Löwdin spin population.
Geometry (Å):
Mn: -0.0200 -1.1813 -2.0380  4.679
C: -0.5800 -0.6219 2.5145  0.002
C: -0.8839 -0.9511 1.0742  0.011
N: 0.0934 -0.9085 0.1958  0.040
N: 1.3206 -0.6034 0.7179  0.002
C: 2.3670 -0.5674 -0.0256  0.008
S: 2.5042 -0.7098 -1.7364  0.042
S: 3.9093 -0.3328 0.7846  0.003
C: 3.4180 0.0737 2.5000  0.001
C: 3.3212 -1.0738 3.4576  0.000
C: 3.7886 -0.8967 4.7552  0.000
C: 3.6833 -1.9102 5.6895  0.000
C: 3.1106 -3.1199 5.3366  0.000
C: 2.6468 -3.3068 4.0460  0.000
C: 2.7502 -2.2916 3.1107  0.000
C: -2.2342 -1.3138 0.7214  0.005
C: -3.2568 -1.1411 1.6696  0.001
C: -4.5675 -1.4548 1.4137  0.004
C: -4.9246 -1.9903 0.1768  0.001
C: -3.9663 -2.1748 -0.7819  0.004
C: -2.6029 -1.8579 -0.5579  0.008
O: -1.7552 -2.0729 -1.4995  0.070
H: 0.4937 -0.6632 2.6664  0.000
H: -1.0537 -1.3403 3.1760  0.000
H: -0.9207 0.3821 2.7627  0.001
H: 2.4599 0.5869 2.4101  0.000
H: 4.1745 0.7794 2.8426  0.000
H: 4.2387 0.0472 5.0293  0.000
H: 4.0584 -1.7588 6.6905  0.000
H: 3.0349 -3.9167 6.0617  0.000
H: 2.2081 -4.2522 3.7621  0.000
H: 2.3916 -2.4434 2.1036  0.000
H: -3.0105 -0.7323 2.6355  0.000
H: -5.3177 -1.2901 2.1701  0.000
H: -5.9553 -2.2424 -0.0277  0.000
H: -4.2204 -2.5791 -1.7506  0.000
C: -2.0810 5.0045 -2.6959  0.000
C: -1.5115 4.0847 -1.6152  0.001
N: -0.6167 3.0718 -2.1461  0.008
C: 0.7736 3.4549 -2.3509  0.001
C: 1.1017 3.9356 -3.7665  0.000
C: -1.0122 1.7891 -2.3386  0.014
C: -2.4107 1.3871 -1.9615  0.003
N: -0.2691 0.8620 -2.8438  0.034
H: -2.7928 5.6982 -2.2554  0.000
H: -2.5876 4.4228 -3.4622  0.000
H: -1.2943 5.5820 -3.1716  0.000
H: -2.3336 3.6015 -1.0877  0.000
H: -0.9630 4.6830 -0.8809  0.000
H: 1.4170 2.6031 -2.0984  0.000
H: 1.0037 4.2544 -1.6414  0.000
H: 0.8035 3.2004 -4.5078  0.000
H: 2.1734 4.1000 -3.8527  0.000
H: 0.5964 4.8705 -3.9924  0.000
H: -2.5965 1.5403 -0.8992  0.000
H: -2.5140 0.3225 -2.1769  0.001
H: -3.1509 1.9379 -2.5391  0.000
H: 0.6414 1.1966 -3.1618  0.003
N: 1.7875 -3.9361 -2.5867  0.005
N: 0.5101 -3.3153 -2.9479  0.037
H: 1.9054 -3.7976 -1.5817  0.001
H: 2.5185 -3.3775 -3.0273  0.000
H: -0.2132 -3.8944 -2.5091  0.001
H: 0.4125 -3.4521 -3.9567  0.003